20
Properties=species:S:1:pos:R:3:mulliken_charge:R:1 method="wB97M-V/def2-TZVPD" energy_ev=-31457.3175 charge=0 smiles=C[C@H](Cl)CC[C@H](C)Cl
C 0.83 0.00 2.12 -1.03
C 0.12 1.19 1.20 0.50
C -1.08 0.61 0.58 -0.52
C -1.03 -0.55 -0.24 -1.58
C -0.33 -0.75 -1.68 0.17
C 1.21 -0.62 -1.66 -0.91
H 1.62 0.59 2.68 0.34
H 0.84 -0.89 1.31 0.25
H 0.17 -0.45 2.87 0.35
H 0.93 1.48 0.25 0.12
H -1.35 1.37 -0.26 0.27
H -2.03 0.78 1.24 0.44
H -1.94 -1.08 -0.37 0.40
H -0.61 -1.30 0.40 0.47
H -0.59 -1.68 -2.35 0.40
H 1.35 -0.17 -2.82 0.32
H 1.81 0.09 -0.83 0.18
H 1.61 -1.88 -1.60 0.23
Cl -0.50 2.62 1.82 -0.19
Cl -1.00 0.65 -2.68 -0.22

---

7
Properties=species:S:1:pos:R:3:mulliken_charge:R:1 method="wB97M-V/def2-TZVPD" energy_ev=-9148.9006 charge=0 smiles="O=[N+]([O-])NO"
N -0.34 -0.12 0.03 -0.22
N -0.85 -1.03 -0.75 1.02
O -1.76 -1.73 -0.21 -0.62
O -0.43 -1.09 -1.91 -0.57
O 0.92 0.22 -0.11 -0.36
H -0.76 -0.55 1.11 0.36
H 1.07 1.23 -0.14 0.39

---

100
Properties=species:S:1:pos:R:3:mulliken_charge:R:1 method="wB97M-V/def2-TZVPD" energy_ev=-62328.2378 charge=-1
O -39.08 8.75 -6.29 -0.68
C -37.93 8.65 -5.98 0.12
O -37.38 8.73 -4.78 -0.41
B -35.91 8.65 -4.96 0.84
O -35.66 8.47 -6.42 -0.01
C -36.82 8.63 -7.03 0.60
O -36.97 8.59 -8.21 -0.51
O -35.35 7.52 -4.18 -0.57
C -34.42 7.99 -3.35 0.24
O -33.68 7.28 -2.73 -0.56
C -34.46 9.52 -3.45 0.22
O -35.17 9.85 -4.50 0.33
O -33.74 10.26 -2.82 -0.64
C -35.45 7.21 0.63 -0.97
C -36.21 6.03 0.03 0.25
C -37.53 6.56 -0.56 -0.90
O -35.51 5.49 -1.11 -0.57
H -34.49 6.89 1.06 0.29
H -36.02 7.64 1.45 0.38
H -35.22 7.97 -0.11 0.13
H -36.45 5.29 0.79 0.33
H -37.32 7.47 -1.15 0.05
H -38.24 6.97 0.16 0.41
H -37.97 5.86 -1.26 0.29
H -35.43 6.25 -1.70 0.27
C -33.06 10.15 -7.95 -0.24
C -32.82 11.31 -8.90 0.19
C -33.68 11.25 -10.16 -1.06
O -33.24 12.47 -8.14 -0.59
H -32.72 9.16 -8.28 0.27
H -34.11 10.03 -7.67 -0.33
H -32.52 10.24 -7.00 0.22
H -31.77 11.33 -9.17 0.33
H -34.74 11.38 -9.97 0.13
H -33.45 10.34 -10.72 0.32
H -33.37 12.05 -10.84 0.36
H -34.20 12.42 -8.04 0.31
C -32.33 13.44 -4.84 -1.35
C -32.86 13.80 -3.43 0.77
C -32.78 15.30 -3.29 -1.55
O -34.24 13.39 -3.35 -0.47
H -32.46 12.37 -4.97 0.28
H -31.32 13.83 -4.99 0.50
H -32.92 13.97 -5.60 0.28
H -32.29 13.29 -2.65 0.21
H -31.76 15.63 -3.50 0.40
H -32.97 15.63 -2.26 0.38
H -33.46 15.81 -3.97 0.34
H -34.18 12.51 -3.75 0.13
C -31.33 6.25 -6.55 -1.29
C -32.79 5.89 -6.62 0.56
O -33.02 5.10 -5.43 -0.56
H -31.17 7.01 -7.33 0.34
H -30.64 5.44 -6.81 0.35
H -31.09 6.75 -5.62 0.31
H -32.96 5.15 -7.42 0.33
H -33.54 6.68 -6.74 -0.25
H -33.83 4.59 -5.44 0.27
C -39.23 5.66 -7.51 -0.85
C -38.12 5.05 -6.65 0.23
O -38.30 3.64 -6.47 -0.60
H -38.92 6.63 -7.88 0.00
H -40.18 5.88 -7.00 0.35
H -39.48 5.00 -8.34 0.37
H -38.05 5.57 -5.69 0.14
H -37.16 5.15 -7.16 0.09
H -39.14 3.54 -6.02 0.33
C -37.77 11.92 -1.72 -1.37
C -37.96 12.15 -3.20 1.01
O -39.12 11.42 -3.59 -0.59
H -37.71 10.85 -1.50 0.23
H -38.58 12.33 -1.11 0.37
H -36.76 12.26 -1.45 0.35
H -37.09 11.79 -3.77 -0.51
H -38.11 13.22 -3.37 0.26
H -39.17 11.35 -4.55 0.18
C -40.10 11.62 -6.78 -0.48
O -39.83 12.88 -6.18 -0.48
H -40.76 11.69 -7.66 0.38
H -39.18 11.19 -7.18 0.04
H -40.48 10.87 -6.09 0.27
H -39.30 13.39 -6.80 0.30
C -38.61 8.39 -11.19 -0.63
O -37.70 9.35 -10.72 -0.54
H -38.17 7.39 -11.35 0.23
H -39.46 8.21 -10.54 0.23
H -38.88 8.76 -12.18 0.28
H -37.33 9.05 -9.86 0.55
C -36.41 12.20 -6.42 0.13
O -36.22 12.20 -7.83 -0.45
H -36.74 13.21 -6.14 0.72
H -37.11 11.48 -6.01 -0.28
H -35.48 12.05 -5.87 -0.23
H -36.90 12.73 -8.25 0.21
C -34.56 7.54 -9.86 -0.29
O -33.29 7.62 -10.53 -0.53
H -35.25 8.27 -10.28 0.05
H -34.97 6.54 -10.04 0.44
H -34.46 7.76 -8.79 -0.02
H -32.94 6.72 -10.54 0.31

---

Short version: ΔE to the lowest compared entry with this formula, charge and spin = 88.6; 30.9; 4.8 kcal/mol, in the order given.